# 1
The following is a quantum chemistry calculation of a cluster of 3 separate species, C5H16N2O in total, from the Open Molecules 2025 dataset.

HOMO-LUMO gap (eV): 4.82
M (g/mol): 120.196
Maximum force (hartree/bohr): 0.167
HOMO level (eV): -8.38

ORCA input file:
```
! RIJCOSX wB97M-V def2-TZVPD def2/J DEFGRID3
* xyz 0 1
N 2.4254 -0.1947 2.0404
C -0.1434 -1.2965 0.3620
C -0.0090 -1.8807 1.7757
C 0.5993 -0.0114 0.2165
N 0.5266 0.5171 -1.1552
C -0.2056 1.7564 -1.3217
C -1.7381 1.8896 -1.0653
H 3.2875 -0.6406 1.7324
H 0.2657 -2.1060 -0.2445
H -1.2392 -1.2090 0.0305
H -0.4368 -2.8745 2.0625
H -0.4655 -1.0436 2.4830
H 1.0451 -1.6971 2.0058
H -0.0352 0.6849 0.8848
H 1.4740 -0.0909 0.9359
H 0.0163 -0.2636 -1.6484
H -0.0674 1.9448 -2.4187
H 0.3778 2.6130 -0.8535
H -2.1395 0.9405 -1.6066
H -1.7884 1.7734 0.0305
H -2.1695 2.7959 -1.4427
H -0.9649 -1.4496 -3.0336
H 2.7744 0.6568 2.5605
O -1.3897 -0.8141 -2.3302
*
```

natural (NBO) atomic charge list, values in e, 6 entries: -0.8668, -0.4312, -0.6332, -0.1469, -0.3786, -0.2448



# 2
The following is a quantum chemistry calculation of a cluster of 2 separate species, C5H16N2O2 in total, from the Open Molecules 2025 dataset.

HOMO-LUMO gap (alpha / beta) (eV): 9.49 / 4.30
M (g/mol): 136.195
Maximum force (hartree/bohr): 0.073
HOMO level (alpha / beta) (eV): -12.72 / -12.71

ORCA input file:
```
! RIJCOSX wB97M-V def2-TZVPD def2/J DEFGRID3
* xyz 1 2
C -1.9027 0.7304 0.2409
N -2.2043 -0.5347 -0.4450
C -1.7266 -1.7451 0.2160
O -0.3499 -1.9250 0.1646
C -0.4566 1.2667 0.0953
C 0.4646 0.8119 1.2246
C 1.8000 0.2510 0.7331
N 2.6063 1.2025 -0.0902
H -2.6119 1.4565 -0.1363
H -2.2081 0.6212 1.3239
H -1.8495 -0.5411 -1.4307
H -2.1835 -2.6681 -0.2633
H -1.9214 -1.7567 1.2693
H 0.0476 -1.7711 -0.6966
H -0.0921 0.9878 -0.8494
H -0.5396 2.4090 0.0076
H -0.0150 -0.0476 1.8047
H 0.6434 1.6499 1.9687
H 1.6157 -0.7128 0.0932
H 2.4128 -0.1106 1.5149
H 3.1451 1.8547 0.4773
H 1.9841 1.7135 -0.6986
H 0.7024 -0.4533 -2.5242
H 1.8024 -1.3385 -1.8352
O 0.8370 -1.3506 -2.1646
*
```

natural (NBO) atomic charge list, values in e, 6 entries: -0.2818, -0.1193, 0.0222, -0.6578, -0.3979, -0.4380



# 3
The following is a quantum chemistry calculation of the molecule C5H16N3, from the Open Molecules 2025 dataset.

HOMO-LUMO gap (alpha / beta) (eV): 4.29 / 9.31
M (g/mol): 118.204
Maximum force (hartree/bohr): 0.043
HOMO level (alpha / beta) (eV): -3.48 / -8.64

ORCA input file:
```
! RIJCOSX wB97M-V def2-TZVPD def2/J DEFGRID3
* xyz 0 2
N 0.5775 -3.0072 -0.6403
C 1.2997 -1.7658 -1.0426
C 0.3380 -0.8290 -1.7609
N -0.8125 -0.6144 -0.8547
C -0.6460 0.1888 0.3374
C 0.1697 1.5491 0.1714
N -0.5228 2.6913 0.8043
C -0.6668 2.5833 2.2460
H -0.3261 -2.7457 -0.2043
H 0.5481 -3.6983 -1.4463
H 1.0777 -3.5323 0.1405
H 1.6086 -1.2295 -0.1467
H 2.1839 -2.0582 -1.5904
H 0.7619 0.1384 -2.0492
H -0.1301 -1.1530 -2.6918
H -1.5858 -0.2818 -1.3868
H -1.6109 0.4847 0.7289
H -0.0905 -0.3596 1.1041
H 1.1271 1.5116 0.6814
H 0.2361 1.7713 -0.8906
H -1.4581 2.7090 0.4230
H 0.0516 1.8814 2.6868
H -1.6429 2.2401 2.6178
H -0.4873 3.5258 2.7629
*
```

natural (NBO) atomic charge list, values in e, 6 entries: -1.0781, -0.3332, -0.2437, -0.6498, -0.2598, -0.2376



# 4
The following is a quantum chemistry calculation of a cluster of 2 separate species, C5H16N3 in total, from the Open Molecules 2025 dataset.

HOMO-LUMO gap (eV): 9.39
M (g/mol): 118.204
Maximum force (hartree/bohr): 0.045
HOMO level (eV): -12.38

ORCA input file:
```
! RIJCOSX wB97M-V def2-TZVPD def2/J DEFGRID3
* xyz 1 1
C 0.1221 -3.1604 0.1407
C 0.7494 -1.9311 -0.4969
C 2.0037 -1.4623 -0.2214
N 2.4808 -0.1341 -0.4527
H 0.8387 -3.6409 0.8334
H -0.7535 -2.8825 0.7361
H -0.1740 -3.8669 -0.5755
H 0.1474 -1.4440 -1.2917
H 2.6995 -2.0814 0.3546
H 3.5225 -0.0350 -0.4573
H 2.1232 0.2797 -1.2886
C -2.0328 1.6099 0.3820
N -2.5800 2.6342 -0.5362
C -0.6360 1.2979 -0.0676
N 0.2177 0.7958 1.0195
H -2.6406 0.6989 0.6127
H -1.9455 2.0222 1.3957
H -2.8226 2.1158 -1.4270
H -3.5080 2.8843 -0.2126
H -0.1703 2.2475 -0.3673
H -0.6504 0.5669 -0.8948
H 1.1793 0.5865 0.7064
H 0.2391 1.4478 1.8122
H -0.1516 -0.0937 1.4279
*
```

natural (NBO) atomic charge list, values in e, 6 entries: -0.6303, -0.2841, -0.0293, -0.8681, 0.2229, 0.2099



# 5
The following is a quantum chemistry calculation of a cluster of 3 separate species, C5H16N3 in total, from the Open Molecules 2025 dataset.

HOMO-LUMO gap (eV): 10.65
M (g/mol): 118.204
Maximum force (hartree/bohr): 0.083
HOMO level (eV): -13.52

ORCA input file:
```
! RIJCOSX wB97M-V def2-TZVPD def2/J DEFGRID3
* xyz 1 1
C 2.0110 1.1022 1.1445
C 1.3302 -2.1389 -0.2511
C -3.8798 -0.3587 0.0770
C 2.5427 1.1218 -0.2937
C 0.3224 -1.0537 -0.3638
N -0.6925 -0.6054 0.0672
N 1.5879 0.4708 -1.2172
N -2.8211 0.6631 0.3830
H 1.8639 0.1869 1.5861
H 2.6495 1.7574 1.8185
H 1.0337 1.4979 1.1880
H 1.0992 -2.8382 -1.0824
H 1.2947 -2.6326 0.6677
H 2.4279 -1.8290 -0.4334
H -3.6353 -1.4087 0.3691
H -4.9100 -0.0977 0.2853
H -4.0210 -0.3222 -0.9364
H 2.6157 2.1559 -0.4975
H 3.4474 0.5978 -0.3629
H -1.5246 0.1432 0.0907
H -3.0322 1.5570 -0.0476
H 2.0785 0.1009 -2.1173
H 0.9215 1.1332 -1.4184
H -2.7098 0.7969 1.3447
*
```

natural (NBO) atomic charge list, values in e, 6 entries: -0.6166, -0.7270, -0.4379, -0.2238, 0.6074, -0.5369



# 6
The following is a quantum chemistry calculation of a cluster of 2 separate species, C5H16N3 in total, from the Open Molecules 2025 dataset.

HOMO-LUMO gap (eV): 8.23
M (g/mol): 118.204
Maximum force (hartree/bohr): 0.080
HOMO level (eV): -11.08

ORCA input file:
```
! RIJCOSX wB97M-V def2-TZVPD def2/J DEFGRID3
* xyz 1 1
C 0.9721 0.0221 2.1047
C 1.1555 -1.2525 -2.0270
C -2.3044 -0.5298 0.1878
C -0.1087 -0.5113 1.2243
C 1.2553 -0.2394 -0.9444
N -1.3874 1.4818 1.1971
N -1.3318 0.0449 1.1437
N 0.9483 1.2486 -1.3386
H 0.8288 -0.3678 3.0336
H 1.0263 0.9887 2.3603
H 1.9557 -0.3959 1.8735
H 1.1624 -2.1427 -1.5247
H 1.9156 -1.3368 -2.8907
H 0.1601 -1.3309 -2.4224
H -1.8322 -1.4567 -0.1601
H -3.0799 -0.8167 0.7509
H -2.5524 0.2854 -0.3987
H -0.1844 -1.4686 0.9430
H 2.1965 -0.0679 -0.5923
H -0.6935 1.8226 1.8454
H -2.3068 1.6381 1.6394
H 1.4395 1.8774 -0.6909
H -0.0284 1.3196 -1.2279
H 1.3366 1.3834 -2.3152
*
```

natural (NBO) atomic charge list, values in e, 6 entries: -0.6960, -0.6910, -0.4021, 0.2287, -0.2979, -0.6651



# 7
The following is a quantum chemistry calculation of a cluster of 2 separate species, C5H16N3 in total, from the Open Molecules 2025 dataset.

HOMO-LUMO gap (alpha / beta) (eV): 9.75 / 5.93
M (g/mol): 118.204
Maximum force (hartree/bohr): 0.111
HOMO level (alpha / beta) (eV): -19.86 / -19.76

ORCA input file:
```
! RIJCOSX wB97M-V def2-TZVPD def2/J DEFGRID3
* xyz 2 2
C 0.4076 -1.5417 2.1259
C -0.1318 -0.3163 1.3971
C -1.6415 -0.0767 1.5961
C -2.1460 0.9209 0.5904
H -0.0509 -1.6158 3.1136
H 1.5055 -1.4647 2.1827
H 0.2476 -2.4826 1.5805
H 0.1477 -0.4292 0.3257
H 0.3741 0.5729 1.7981
H -1.9876 0.2183 2.5987
H -2.0482 -1.0900 1.4344
H -1.5249 1.8084 0.4234
H -3.1723 1.2388 0.7916
H -2.1711 0.4883 -0.4255
N 1.9734 0.9108 -0.7405
C 1.0669 0.2135 -1.5875
N 1.8464 -0.3198 -2.6008
N -0.4908 0.1535 -2.2379
H 2.2275 1.7476 -1.2769
H 1.3568 1.1780 0.0226
H 1.9172 0.2817 -3.4303
H 2.7568 -0.4179 -2.1376
H -0.2471 0.8010 -2.9930
H -0.2152 -0.7792 -2.5507
*
```

natural (NBO) atomic charge list, values in e, 6 entries: -0.6079, -0.3299, -0.3186, -0.6042, 0.2550, 0.2951



# 8
The following is a quantum chemistry calculation of a cluster of 2 separate species, C5H16N3OP in total, from the Open Molecules 2025 dataset.

HOMO-LUMO gap (alpha / beta) (eV): 8.34 / 7.68
M (g/mol): 165.177
Maximum force (hartree/bohr): 0.054
HOMO level (alpha / beta) (eV): -8.39 / -7.61

ORCA input file:
```
! RIJCOSX wB97M-V def2-TZVPD def2/J DEFGRID3
* xyz 0 1
C 2.7311 -1.5195 -0.4229
C 0.7417 1.6235 1.1880
C 0.7694 2.2757 -1.1573
C -2.6350 -1.3157 -0.6736
C -2.0322 -0.3281 1.4528
N 1.7443 -1.4039 0.6017
N 0.1681 1.4472 -0.1339
N -1.7751 -0.3967 0.0361
O -0.2807 -0.2863 -2.0829
P -0.2640 -0.1046 -0.6322
H 3.4989 -2.2368 -0.0990
H 2.3479 -1.8679 -1.3915
H 3.2091 -0.5490 -0.5628
H 1.6984 2.1437 1.1225
H 0.0685 2.2166 1.8135
H 0.9305 0.6499 1.6402
H 0.2794 2.0737 -2.1076
H 0.6232 3.3245 -0.8908
H 1.8430 2.0882 -1.2715
H -2.3266 -1.3499 -1.7157
H -2.6023 -2.3272 -0.2555
H -3.6635 -0.9519 -0.6184
H -2.9942 0.1622 1.6142
H -2.0746 -1.3228 1.9038
H -1.2569 0.2475 1.9427
H 1.2516 -2.2924 0.7002
*
```

natural (NBO) atomic charge list, values in e, 6 entries: -0.4480, -0.4314, -0.4072, -0.4157, -0.4032, -0.7535